Record 1
The following is a quantum chemistry calculation of a structure of composition C6H18CuGaN2O6P2S, from OMol25.

Values from the calculation:
Total charge = +1
Spin multiplicity = 2
Gap between HOMO and LUMO (spin up / spin down) = 4.2 / 4.1 eV
⟨S²⟩ = 0.76
Energy above the lowest of the compared OMol25 structures with the same formula, charge and spin = 0.0 kJ/mol
E_tot = -148202.30186 eV

Structure (XYZ):
```
37
Properties=species:S:1:pos:R:3:forces:R:3
C -4.588 1.413 -1.895 -0.375 0.671 0.139
C -3.370 0.470 -1.748 0.626 -0.090 -0.399
O -2.985 -0.077 -2.748 -0.212 -0.049 0.298
N -2.808 0.400 -0.503 -1.162 -0.517 -0.090
C -2.208 -0.899 -0.096 0.699 0.208 0.257
C -0.900 -1.204 -0.820 -0.296 -0.133 -0.160
C -0.052 -2.230 -0.070 0.208 -0.039 -0.113
C 0.580 -1.743 1.241 -0.283 0.167 -0.060
Ga 2.105 -0.464 1.047 0.070 -1.634 -0.126
N 3.600 -0.918 2.149 -0.190 0.729 0.145
P 2.776 -0.079 -1.161 -0.652 0.693 -0.121
O 1.678 0.338 -2.061 0.208 -0.184 0.093
O 3.503 -1.425 -1.681 0.169 0.075 -0.030
O 3.992 0.993 -1.099 0.257 -0.245 -0.203
P 1.552 1.713 1.986 -0.225 0.790 -0.095
O 1.638 1.693 3.588 0.219 0.019 -0.081
O 2.641 2.780 1.491 0.101 -0.039 0.437
S -0.229 2.206 1.340 0.183 -0.203 0.012
H -5.151 1.503 -0.948 -0.083 -0.090 0.030
H -5.230 1.051 -2.695 0.024 -0.036 0.094
H -4.132 2.368 -2.241 0.257 0.148 -0.174
H -3.473 0.723 0.187 0.276 0.083 0.213
H -2.003 -0.799 0.974 -0.093 0.056 -0.076
H -2.936 -1.706 -0.214 -0.001 0.052 -0.108
H -0.358 -0.271 -0.994 0.095 -0.089 0.087
H -1.133 -1.607 -1.809 0.064 0.134 0.043
H 0.747 -2.542 -0.753 -0.092 -0.014 0.043
H -0.649 -3.137 0.102 -0.003 0.114 0.030
H 0.996 -2.601 1.782 0.046 0.108 -0.029
H -0.176 -1.322 1.916 0.025 -0.068 -0.024
H 3.765 -1.916 2.062 0.019 -0.010 0.027
H 3.386 -0.757 3.130 0.145 -0.163 0.029
H 4.465 -1.331 -1.689 -0.028 -0.201 0.094
H 4.322 1.163 -1.997 -0.042 0.251 0.127
H 2.455 2.088 3.927 -0.134 -0.059 0.146
H 3.546 2.540 1.751 0.036 -0.015 -0.363
Cu -5.364 3.586 -1.451 0.142 -0.421 -0.094
```
Forces are in eV/Å.

Record 2
The following is a quantum chemistry calculation of a structure of composition C6H18F6K3N3O20P2S6, from OMol25.

Values from the calculation:
Gap between HOMO and LUMO = 9.2 eV
E_tot = -200803.73761 eV

Structure (XYZ):
```
64
Properties=species:S:1:pos:R:3:forces:R:3
K 14.484 4.175 15.559 0.164 0.067 -0.224
K 16.668 7.492 14.716 -0.140 -0.038 0.893
K 19.655 8.564 13.076 0.485 0.409 0.051
N 16.158 5.582 17.062 2.768 -1.821 2.683
S 17.573 4.661 17.585 4.825 -2.109 -3.918
O 17.389 3.248 17.837 -1.176 1.748 0.094
O 18.776 5.283 18.127 -3.302 -0.377 0.310
F 18.101 4.609 16.003 -0.845 0.022 0.348
S 15.957 6.106 18.561 -2.692 4.637 3.726
O 16.636 7.333 18.898 0.098 -1.319 -0.951
O 15.820 5.172 19.668 0.208 0.042 -2.220
F 14.467 6.697 18.316 -0.052 -0.823 -0.247
N 17.623 6.959 12.310 0.683 -5.974 2.541
S 17.379 5.228 12.214 -0.676 -2.744 -3.022
O 17.143 4.548 10.919 0.584 2.833 2.445
O 16.574 4.691 13.261 -0.491 1.347 1.211
F 18.791 4.751 12.541 1.472 0.373 0.765
S 17.222 7.395 10.923 -4.381 3.087 -6.393
O 15.835 6.978 10.508 4.252 0.587 0.659
O 18.328 7.574 9.961 -2.339 -0.536 2.148
F 16.860 8.863 11.464 0.682 0.841 -0.329
N 18.812 9.194 15.767 -6.019 2.976 -7.616
S 18.518 10.748 15.924 -1.604 9.086 -1.195
O 19.652 11.728 15.903 -2.226 -3.514 0.798
O 17.374 11.114 16.754 1.602 -1.393 -1.660
F 18.035 11.056 14.426 -0.685 -1.177 -0.519
S 19.618 9.110 16.938 10.817 -7.739 7.614
O 19.104 9.521 18.173 -0.638 0.729 0.999
O 21.038 9.289 16.654 -1.835 -0.140 0.503
F 19.451 7.445 16.921 0.482 1.168 0.470
C 10.562 8.753 13.930 -1.335 1.255 0.136
O 11.724 8.179 14.534 0.344 -0.964 -0.351
P 13.062 8.113 13.650 0.390 1.027 -0.401
O 14.148 7.243 14.228 -1.926 0.511 -0.677
O 12.469 7.788 12.170 2.885 1.587 2.276
C 11.700 6.662 11.874 -0.034 -0.876 -1.032
O 13.587 9.661 13.540 -1.340 -1.832 -0.841
C 13.777 10.436 14.726 1.143 -0.060 0.677
H 10.532 9.801 14.227 0.314 0.224 -0.600
H 9.585 8.430 14.287 0.521 -1.012 0.919
H 10.423 8.598 12.860 0.837 0.339 0.070
H 10.793 7.140 11.504 -0.512 -1.119 0.162
H 11.645 5.893 12.644 -0.653 0.566 0.608
H 12.179 6.083 11.084 0.064 0.452 -0.429
H 14.421 9.875 15.404 -0.085 -0.044 0.270
H 12.886 10.737 15.276 -0.274 -0.233 -0.442
H 14.362 11.316 14.460 -0.285 -0.011 -0.254
C 15.788 14.522 8.518 0.177 -1.552 -1.671
O 16.038 13.292 9.291 0.534 0.697 -0.256
P 17.505 12.626 9.423 -0.273 0.325 1.398
O 18.583 13.463 8.854 -0.820 -1.256 0.239
O 17.644 12.438 11.034 1.499 -1.096 -2.837
C 16.556 12.254 11.867 -1.761 0.868 1.228
O 17.304 11.073 8.901 1.155 2.269 0.928
C 17.649 10.965 7.533 -0.783 -0.458 -2.034
H 14.849 14.311 8.006 -0.556 0.496 0.836
H 16.410 14.533 7.622 0.785 0.047 0.365
H 15.882 15.499 8.992 -0.172 -0.572 0.648
H 16.679 11.593 12.725 1.012 0.097 -0.171
H 15.642 11.852 11.430 0.069 0.323 -0.670
H 16.427 13.282 12.207 -1.005 -0.247 0.681
H 18.419 11.617 7.121 0.282 0.194 0.834
H 16.757 11.216 6.958 -0.184 -0.085 -0.188
H 17.916 9.949 7.242 -0.036 -0.111 0.618
```
Forces are in eV/Å.

Record 3
The following is a quantum chemistry calculation of a cluster of 2 separate species, C6H18FN4P in total, from OMol25.

Values from the calculation:
Gap between HOMO and LUMO = 9.1 eV
Energy above the lowest of the compared OMol25 structures with the same formula, charge and spin = 0.0 kJ/mol
E_tot = -24476.61060 eV
SMILES string = CN(C)N(C)PF.C=NN(C)C

Structure (XYZ):
```
30
Properties=species:S:1:pos:R:3:forces:R:3
C -0.698 0.222 3.732 1.485 0.895 1.345
N -0.634 -0.505 2.491 -0.634 0.162 0.286
C -1.939 -0.832 1.993 -1.306 -0.395 -0.164
N 0.013 0.259 1.502 1.388 -0.199 -0.102
C 1.426 -0.081 1.499 0.551 -0.668 -2.308
P -0.559 1.779 1.179 0.154 1.399 1.404
F 0.551 2.823 1.970 -1.056 -1.141 -1.208
H -1.102 -0.561 4.422 0.316 1.241 0.095
H 0.467 0.387 3.926 -2.703 0.178 0.390
H -1.327 1.300 3.795 1.529 -2.856 -0.393
H -2.286 0.104 1.550 -0.750 -0.440 -0.567
H -1.939 -1.706 1.299 0.102 0.879 0.315
H -2.666 -1.036 2.798 0.566 -0.168 -0.083
H 1.871 -0.148 2.456 0.176 0.229 1.264
H 1.571 -1.071 1.031 -0.219 0.254 0.178
H 2.041 0.596 0.885 -0.540 0.063 0.242
H -0.085 1.759 -0.109 0.965 0.545 -0.698
C 2.393 0.349 -2.641 -1.255 0.749 -1.957
N 1.422 -0.091 -1.973 -2.629 -1.072 -0.403
N 0.197 -0.314 -2.590 2.583 0.679 1.281
C -0.801 -0.944 -1.773 -0.083 -0.318 0.741
C 0.002 -0.074 -3.966 -1.976 -1.969 -1.740
H 3.201 0.505 -2.038 2.509 0.481 1.011
H 2.367 0.721 -3.688 0.011 -0.475 0.637
H -1.681 -0.235 -1.678 0.624 -1.056 0.080
H -1.100 -1.913 -2.305 0.052 1.055 1.174
H -0.318 -1.102 -0.724 -1.094 0.066 -1.980
H 0.726 -0.667 -4.698 -1.249 1.102 1.517
H -1.097 -0.518 -4.100 2.338 1.121 -0.424
H -0.018 0.994 -4.247 0.147 -0.338 0.066
```
Forces are in eV/Å.

Record 4
The following is a quantum chemistry calculation of a structure of composition C6H18FNa2O3S3, from OMol25.

Values from the calculation:
Total charge = +1
Gap between HOMO and LUMO = 4.9 eV
Energy above the lowest of the compared OMol25 structures with the same formula, charge and spin = 0.0 kJ/mol
E_tot = -56703.68515 eV

Structure (XYZ):
```
33
Properties=species:S:1:pos:R:3:forces:R:3
Na 0.183 2.878 2.692 0.158 -0.783 -0.937
Na 1.849 4.833 0.098 -0.147 -1.069 -0.403
F 0.868 2.350 0.292 -0.066 1.816 1.257
C 0.877 0.971 -3.061 -0.561 -0.669 0.552
S -0.710 1.096 -3.959 -1.266 -0.012 0.251
O -1.530 -0.171 -3.748 1.466 1.333 0.108
C -1.554 2.341 -2.829 0.225 -0.127 -1.342
H 1.475 1.873 -2.936 -0.356 0.221 -0.470
H 1.456 0.199 -3.567 -0.028 0.070 -0.009
H 0.612 0.633 -2.059 0.097 -0.053 -0.040
H -1.007 2.433 -1.891 -0.551 -0.263 0.202
H -2.589 2.004 -2.885 0.151 -0.588 0.952
H -1.695 3.311 -3.307 0.826 0.203 -0.210
C -1.922 0.368 1.502 -0.211 -0.679 0.815
S -2.160 -1.268 2.349 1.516 -0.548 0.009
O -1.099 -2.176 1.792 -0.971 0.622 0.206
C -1.541 -0.793 4.014 -1.137 0.094 -0.012
H -0.909 0.653 1.787 0.047 0.242 -0.399
H -2.689 1.067 1.835 0.035 0.027 0.159
H -2.044 0.210 0.430 0.256 -0.077 0.098
H -2.288 -0.071 4.342 0.242 0.474 0.203
H -0.507 -0.460 4.104 -0.027 0.138 -0.534
H -1.670 -1.618 4.715 0.020 -0.337 -0.410
C 2.527 -3.227 -0.069 -1.002 -0.201 -0.030
S 2.124 -1.881 1.086 2.437 1.237 -0.199
O 3.439 -1.047 1.143 -2.475 -0.863 -0.079
C 0.897 -1.079 -0.052 0.526 -0.612 -0.294
H 1.589 -3.782 -0.099 -0.122 -0.091 -0.488
H 3.270 -3.965 0.232 0.202 0.624 0.594
H 2.799 -2.820 -1.043 -0.118 0.063 0.073
H 1.459 -0.859 -0.960 -0.087 -0.052 0.024
H 0.372 -0.182 0.276 0.730 -0.028 0.491
H 0.118 -1.821 -0.223 0.188 -0.112 -0.140
```
Forces are in eV/Å.

Record 5
The following is a quantum chemistry calculation of a structure of composition C6H18Mn2NO11S2, from OMol25.

Values from the calculation:
Total charge = +1
Spin multiplicity = 11
Gap between HOMO and LUMO (spin up / spin down) = 7.8 / 8.0 eV
⟨S²⟩ = 30.01
E_tot = -114828.27504 eV

Structure (XYZ):
```
40
Properties=species:S:1:pos:R:3:forces:R:3
Mn -18.655 21.323 25.402 3.082 -0.532 0.300
Mn -16.290 19.457 24.720 1.063 1.105 -0.772
N -15.713 22.632 25.417 0.531 -0.832 -0.189
O -16.974 22.727 25.645 -0.849 0.210 0.059
O -15.273 21.492 25.041 -0.076 0.414 0.116
O -14.977 23.581 25.561 -0.928 -0.891 -0.150
O -17.398 19.833 26.313 -0.813 0.064 -0.228
H -17.289 19.434 27.173 -0.137 0.078 0.333
O -17.717 20.461 23.800 -1.958 0.974 0.312
H -18.234 20.711 23.033 0.458 -0.468 -0.706
O -19.210 18.268 21.905 0.657 0.222 -0.440
S -19.215 18.937 20.640 -1.958 0.355 -1.853
O -18.448 20.120 20.344 0.395 -0.199 0.787
O -18.874 17.850 19.507 -0.119 -0.649 1.091
C -18.776 18.264 18.139 -0.089 1.465 -1.390
C -19.391 17.356 17.068 0.046 -0.220 1.666
C -20.951 19.397 20.280 0.869 -0.867 -0.010
H -17.748 18.470 17.829 0.207 -0.177 0.681
H -19.282 19.232 18.085 0.106 0.002 -0.229
H -19.002 16.340 17.139 0.010 -0.005 -0.040
H -19.104 17.773 16.108 -0.280 0.057 -0.105
H -20.466 17.333 17.243 -0.074 -0.118 -0.506
H -21.538 18.494 20.436 -0.127 0.138 0.300
H -21.092 19.708 19.248 0.328 0.151 0.018
H -21.192 20.210 20.958 -0.108 -0.085 0.075
O -13.286 18.340 21.272 -0.939 0.946 0.845
S -14.503 19.072 21.468 -0.005 0.537 -2.182
O -15.143 19.236 22.760 0.024 -0.426 1.020
O -14.293 20.565 20.887 0.367 -2.021 0.557
C -15.307 21.549 21.109 -0.974 1.216 -0.138
C -15.663 22.185 19.780 0.587 -0.226 -0.247
C -15.733 18.357 20.357 0.254 -0.640 0.175
H -14.918 22.305 21.792 0.174 -0.238 0.096
H -16.229 21.150 21.539 0.314 -0.378 0.155
H -16.295 23.060 19.919 -0.158 -0.132 0.050
H -16.146 21.447 19.137 -0.196 0.163 -0.015
H -14.758 22.513 19.266 -0.002 0.042 0.052
H -15.236 17.709 19.638 0.422 0.389 -0.049
H -16.331 19.099 19.839 0.037 0.208 0.288
H -16.352 17.660 20.923 -0.140 0.367 0.270
```
Forces are in eV/Å.

Record 6
The following is a quantum chemistry calculation of a cluster of 2 separate species, C6H18N in total, from OMol25.

Values from the calculation:
Total charge = +1
Gap between HOMO and LUMO = 11.9 eV
Energy above the lowest of the compared OMol25 structures with the same formula, charge and spin = 46.4 kJ/mol
E_tot = -7997.15545 eV

Structure (XYZ):
```
25
Properties=species:S:1:pos:R:3:forces:R:3
C -1.408 -0.675 -1.995 -0.495 0.183 -0.930
N -0.572 0.315 -1.283 0.701 0.582 0.026
C -0.325 1.583 -2.040 -1.773 0.957 1.048
H -1.606 -1.490 -1.299 -0.046 -0.050 -0.320
H -2.362 -0.139 -2.275 1.038 -0.791 0.235
H -0.860 -1.014 -2.905 -0.572 0.172 0.732
H 0.380 -0.016 -1.049 -0.620 -0.447 0.076
H -1.030 0.502 -0.386 0.237 0.228 -0.002
H 0.221 1.365 -2.923 0.395 -0.227 -0.814
H 0.249 2.224 -1.374 0.038 0.101 -0.190
H -1.313 2.080 -2.264 1.130 -0.617 0.126
C -1.089 0.313 2.218 -0.101 -0.731 -0.040
C -0.005 -0.677 1.682 -0.950 0.125 -0.699
C 1.377 -0.087 1.373 -0.460 0.596 -0.685
C 2.254 -0.897 0.389 -0.070 -1.413 1.479
H -0.788 0.643 3.206 -0.081 0.171 0.212
H -2.095 -0.170 2.311 0.922 0.194 -0.021
H -1.253 1.226 1.632 0.296 -0.049 -0.195
H -0.425 -1.174 0.766 0.458 0.181 0.569
H 0.079 -1.465 2.396 0.017 -0.732 0.526
H 2.006 0.064 2.244 -0.351 0.141 0.397
H 1.113 0.924 1.018 0.661 0.018 -0.267
H 2.780 -1.713 1.023 -0.779 1.208 -1.343
H 3.012 -0.293 -0.090 0.212 0.116 -0.046
H 1.661 -1.429 -0.376 0.194 0.086 0.129
```
Forces are in eV/Å.

Question: What is the formula in the third record?
Answer: C6H18FN4P

Question: E_tot of number 6 (C6H18N)?
Answer: -7997.15545 eV

Question: E_tot of number 6 (C6H18N)?
Answer: -7997.15545 eV

Question: What is the formula in the sixth record?
Answer: C6H18N